# H3NO

One molecule with the formula H3NO in a non-equilibrium geometry (ωB97M-V/def2-TZVPD, the OMol25 dataset).

Computed properties:
Kohn-Sham gap ... 10.60 eV
HOMO ... -9.6 eV
E_LUMO ... 1.002 eV
Energy above the lowest of the compared OMol25 structures with the same formula, charge and spin ... 0.1390 eV

Positions of all 5 atoms, in Å:
N: 0.489920 0.367667 0.329644
O: -0.475158 -0.252906 -0.488363
H: 0.088135 0.925111 1.090825
H: 1.113539 -0.412464 0.637871
H: -0.829847 -1.063066 -0.129302

Forces on the atoms, in the same order (eV/Å):
N 1.2 -1.2 0.2
O -0.4 1.0 -0.9
H -0.2 -0.8 -0.2
H -0.6 1.4 0.2
H 0.0 -0.3 0.8

Atom-resolved charges from Löwdin, all expressed in e: number 1, N, carries -0.072; number 2, O, carries -0.152; number 3, H, carries 0.071; number 4, H, carries 0.088; number 5, H, carries 0.064